A 6-piece molecular cluster, C19H37N5O7P overall in a non-equilibrium geometry. Source: the Open Molecules 2025 dataset; level of theory: wB97M-V/def2-TZVPD.

Each line ends with the natural charge from an NBO analysis.
CARTESIAN COORDINATES (ANGSTROEM)
C -3.1661 4.5973 -1.8507  0.3022
H -1.0890 0.5342 1.9689  0.2361
O -1.3613 0.6408 -0.4056  -0.5917
O -1.1505 -2.5985 4.4465  -1.1079
C 4.7541 -0.5131 0.1566  0.3021
H 1.3199 -2.5538 -2.8976  0.2110
H 2.9670 -0.3132 -0.7789  0.2745
C -2.5753 3.3572 2.8840  0.3020
C -2.5953 2.6052 -3.2438  -0.3730
H 0.6776 -4.1701 5.6158  0.1935
H -2.9314 -2.8616 1.2974  0.1861
H -0.7862 2.8302 1.7690  0.2404
C -1.9767 -2.4284 1.5649  -0.2758
N -3.3503 3.9764 3.4882  -0.3701
O 0.0094 -4.7018 3.7441  -0.8068
H 0.9534 -2.4590 0.9256  0.2239
C 3.5763 2.0194 1.7782  -0.6220
C -1.4613 3.1930 -4.0591  -0.6260
O -1.1123 -3.4978 2.0021  -0.8142
C 1.5973 -2.7669 1.8027  -0.2735
H 3.4271 3.0386 1.3301  0.2082
H -2.2994 2.4224 1.0610  0.2666
H 4.0270 1.0567 -0.9152  0.2440
C 0.3368 -0.2908 -5.2570  -0.5183
H 2.5376 -2.1499 1.7333  0.1909
H 1.4486 -5.5783 4.9625  0.1766
P -0.3499 -3.2169 3.3874  2.5779
N 5.5842 -1.2025 0.5742  -0.3611
H 1.8803 -3.8163 1.7714  0.1820
H 4.6643 1.7496 1.8822  0.2113
C 0.5593 -5.0216 4.9766  -0.2465
H -2.4080 1.5354 -3.0994  0.2301
H -3.5523 2.6840 -3.7163  0.1898
H 1.9939 1.3565 0.4610  0.2187
H -1.3948 4.2659 -4.1104  0.2077
H -2.2410 -1.8483 2.4431  0.1957
C -2.8138 3.1574 -1.8113  -0.5114
H 3.1510 2.0514 2.8026  0.2150
H 2.0649 -1.4585 -5.1212  0.1902
H -2.6384 0.6063 2.8250  0.2075
H 1.8069 -0.3800 -3.7374  0.2242
H -0.7176 0.1777 4.3218  0.2379
H -3.5955 2.5303 -1.3623  0.2542
C 0.6335 -2.1289 -3.5772  -0.6247
H -0.0978 -1.6571 -2.9084  0.2368
H 2.4458 0.2038 1.6386  0.2119
O 0.9626 -2.4463 3.0025  -0.8131
N -0.4301 0.0874 -1.0771  0.7200
C 2.8108 0.9557 0.9390  -0.3706
H 0.1694 1.4861 3.6455  0.1932
C 1.3392 -1.0682 -4.3986  -0.3770
N -0.8771 -2.0280 -6.8804  -0.3767
O -0.0806 0.7276 -2.1024  -0.5826
C -0.3437 -1.2118 -6.2011  0.3069
H -1.2568 1.8884 4.6811  0.2035
H -1.8999 3.0813 -1.2281  0.2621
H -1.5131 -1.8233 0.8240  0.2238
H 0.1855 -2.9719 -4.1569  0.2049
C 3.6625 0.3340 -0.2116  -0.5359
H -0.5635 2.8367 -3.5595  0.2270
C -0.8380 1.1880 3.9202  -0.6213
H -0.4514 0.1442 -4.5766  0.2704
H -1.4658 2.7515 -5.0676  0.2066
H 0.8547 0.5252 -5.7783  0.2399
O 0.0954 -0.9426 -0.7592  -0.5059
C -1.8041 2.4756 2.0179  -0.5172
N -3.5320 5.6959 -1.9491  -0.3753
C -1.6758 1.0953 2.7037  -0.3872
H -0.1003 -5.7576 5.4502  0.1785

Total charge: -1
Energy relative to the best compared isomer or geometry (same formula, charge and spin): 13.2 kcal/mol
Strongest force on any atom: 4.5 eV/A
Gap between HOMO and LUMO: 9.1 eV
Highest occupied orbital energy: -6.59 eV